1.
{"formula": "C38H33NO2", "method": "ωB97M-V with the def2-TZVPD basis set", "elements": ["C", "C", "O", "C", "C", "N", "C", "C", "C", "C", "C", "C", "C", "C", "C", "C", "C", "C", "C", "O", "H", "H", "H", "H", "H", "H", "H", "H", "H", "H", "H", "H", "H", "H", "H", "H", "C", "C", "C", "C", "C", "C", "C", "C", "C", "C", "C", "C", "C", "C", "C", "C", "C", "C", "C", "C", "C", "H", "H", "H", "H", "H", "H", "H", "H", "H", "H", "H", "H", "H", "H", "H", "H", "H"], "positions_angstrom": [[5.25498, 0.45637, -1.92966], [3.98499, 1.18122, -1.60807], [2.89561, 0.23171, -1.73995], [1.70328, 0.74664, -1.40993], [0.67271, -0.33395, -1.17301], [-0.57476, -0.00900, -1.50604], [-1.59613, -0.77369, -1.86032], [-2.89923, -0.12803, -1.93540], [-4.10812, -0.82983, -1.78155], [-5.34206, -0.17551, -1.79304], [-5.38337, 1.21766, -1.94000], [-4.17744, 1.93252, -2.08880], [-2.94708, 1.26839, -2.03887], [-1.45367, -2.20602, -2.10683], [-2.26571, -2.90485, -3.04933], [-2.02657, -4.26244, -3.30914], [-0.98435, -4.93961, -2.64174], [-0.18762, -4.26731, -1.71834], [-0.49652, -2.94994, -1.40868], [1.49357, 1.95363, -1.28750], [6.11409, 1.09759, -1.67656], [5.34942, -0.49808, -1.40470], [5.31095, 0.22093, -3.01515], [3.99064, 1.51993, -0.54889], [3.79817, 2.01618, -2.29441], [1.08568, -1.29850, -1.55879], [-4.08105, -1.91170, -1.65490], [-6.25971, -0.75503, -1.68357], [-6.36532, 1.73763, -1.94619], [-4.21755, 3.01895, -2.22543], [-2.01736, 1.84039, -2.09107], [-3.09460, -2.40222, -3.55933], [-2.66358, -4.80795, -4.01927], [-0.78780, -6.00453, -2.84418], [0.66023, -4.73018, -1.23037], [0.04741, -2.46044, -0.61983], [1.44088, 5.54976, 2.76810], [2.36876, 4.50277, 2.78340], [1.94514, 3.19176, 2.53371], [0.59141, 2.90264, 2.22204], [0.15554, 1.52719, 1.86767], [1.06080, 0.70676, 1.19040], [0.89051, -0.63061, 0.74804], [1.99913, -1.61196, 0.88383], [1.76140, -3.00389, 0.92927], [2.81122, -3.90311, 0.68677], [4.11034, -3.42610, 0.55022], [4.39033, -2.07684, 0.73852], [3.33444, -1.16545, 0.97431], [-1.20410, 1.11758, 2.21439], [-1.93699, 0.31485, 1.33503], [-3.19325, -0.18838, 1.65896], [-3.80664, 0.25479, 2.82973], [-3.14250, 1.15715, 3.68225], [-1.84905, 1.57909, 3.38633], [-0.31604, 3.98973, 2.18377], [0.09959, 5.29248, 2.46677], [1.75671, 6.56206, 2.99449], [3.42580, 4.68937, 2.97868], [2.65971, 2.36267, 2.60488], [2.05329, 1.13802, 1.06163], [-0.09893, -1.10880, 0.82201], [0.75862, -3.38750, 1.18174], [2.59549, -4.97446, 0.60866], [4.93872, -4.10817, 0.35967], [5.40681, -1.66859, 0.72322], [3.53888, -0.14174, 1.27726], [-1.50243, 0.11624, 0.36873], [-3.66708, -0.90752, 0.99316], [-4.82711, -0.08775, 3.05711], [-3.64767, 1.52194, 4.57563], [-1.32591, 2.24282, 4.07148], [-1.36909, 3.78216, 1.93282], [-0.63891, 6.09814, 2.45415]], "mulliken_charge": [-1.2392, -0.0341, -0.3012, -0.3014, 0.0578, -0.4094, 0.2523, 0.8486, -0.2276, -0.9450, -0.4078, -0.7190, -0.4054, 0.2196, -0.2190, -0.9717, -0.4279, -1.0375, 0.5597, -0.6472, 0.3901, 0.2174, 0.3270, 0.1249, 0.4059, 0.6832, 0.4872, 0.3861, 0.3540, 0.3943, 0.4484, 0.5719, 0.3693, 0.3773, 0.3601, 0.1678, -0.3916, -0.8101, -0.2128, -0.1361, 1.2729, -0.6241, -0.9426, 0.2967, -0.2451, -0.6591, -0.6276, -0.7432, -0.2921, 0.1221, 1.6734, -0.7753, -0.7087, -0.8177, -0.5273, -0.1889, -0.8149, 0.3890, 0.3876, 0.3881, -0.5616, 1.5422, 0.5311, 0.4225, 0.3787, 0.5064, 0.4112, -0.5335, 0.4300, 0.3797, 0.3939, 0.5508, 0.4557, 0.3710], "total_charge": 0, "gap_ev": 6.80, "lumo_ha": -0.0232}



2.
{"formula": "C38H34As2Br2IrN", "method": "ωB97M-V with the def2-TZVPD basis set", "elements": ["Ir", "C", "C", "As", "C", "C", "C", "C", "C", "C", "C", "C", "C", "C", "C", "C", "As", "C", "C", "C", "C", "C", "C", "C", "C", "C", "C", "C", "C", "H", "H", "H", "H", "H", "H", "H", "H", "H", "H", "H", "H", "H", "H", "H", "H", "H", "H", "H", "H", "H", "H", "H", "H", "C", "C", "C", "C", "C", "Br", "N", "C", "H", "H", "H", "H", "H", "H", "Br", "C", "C", "C", "C", "C", "C", "H", "H", "H", "H"], "positions_angstrom": [[-0.14475, -0.38959, -1.28610], [-1.51222, 1.26821, 1.59094], [-0.35523, 2.17384, 1.17219], [1.01982, 0.95672, 0.46531], [1.72312, 0.10148, 2.06134], [1.23007, 0.40369, 3.32716], [1.84630, -0.11821, 4.45867], [2.95762, -0.93447, 4.33122], [3.46793, -1.21405, 3.06959], [2.86088, -0.69395, 1.94023], [2.63231, 1.82200, -0.12165], [3.29389, 1.39684, -1.26651], [4.51176, 1.96944, -1.60178], [5.05581, 2.96322, -0.79891], [4.39195, 3.38037, 0.34729], [3.18047, 2.80279, 0.69773], [-1.99452, 0.04132, 0.17124], [-3.28756, 0.88178, -0.96568], [-3.83659, 0.16567, -2.02780], [-4.75362, 0.78165, -2.86167], [-5.10157, 2.11125, -2.65102], [-4.53650, 2.82618, -1.60490], [-3.62630, 2.21398, -0.75478], [-2.72667, -1.51705, 1.00215], [-2.04591, -2.06049, 2.09169], [-2.59928, -3.13339, 2.76785], [-3.81286, -3.66786, 2.34969], [-4.47916, -3.12856, 1.25938], [-3.93934, -2.04900, 0.57610], [-2.42204, 1.78968, 1.89203], [-1.22371, 0.62801, 2.42211], [0.02920, 2.74059, 2.01986], [-0.61792, 2.86920, 0.37539], [0.38315, 1.05797, 3.47082], [1.45941, 0.12771, 5.43821], [3.44126, -1.33346, 5.21238], [4.35418, -1.82577, 2.96537], [3.30168, -0.88987, 0.96954], [2.86301, 0.64174, -1.91529], [5.03294, 1.64352, -2.49159], [6.00027, 3.41622, -1.06722], [4.82082, 4.14962, 0.97455], [2.68568, 3.11712, 1.60984], [-3.54315, -0.85993, -2.22518], [-5.19234, 0.22818, -3.68080], [-5.81398, 2.59196, -3.30773], [-4.80576, 3.86118, -1.44451], [-3.19886, 2.78928, 0.05677], [-1.09013, -1.65857, 2.41208], [-2.08751, -3.55290, 3.62342], [-4.24309, -4.50513, 2.88202], [-5.42584, -3.54221, 0.94072], [-4.48104, -1.62333, -0.25637], [2.77198, -5.32320, 0.80408], [2.23587, -4.03512, 0.25457], [2.89085, -3.36235, -0.78632], [2.39945, -2.17010, -1.29613], [1.25660, -1.72094, -0.66024], [-0.50858, -2.01229, -3.03250], [0.62575, -2.29027, 0.30074], [1.07413, -3.46946, 0.75618], [3.07886, -5.99083, -0.00005], [2.02686, -5.83612, 1.40893], [3.64667, -5.13926, 1.42956], [3.77847, -3.80229, -1.22520], [2.84401, -1.66359, -2.13888], [0.50012, -3.93815, 1.54621], [-1.81171, 5.04298, -4.70843], [-1.14259, 3.54580, -3.79860], [-1.67916, 2.29358, -4.03377], [-1.18222, 1.18591, -3.36120], [-0.18356, 1.33391, -2.38078], [0.38095, 2.59799, -2.19399], [-0.09660, 3.69006, -2.89492], [-2.46496, 2.16255, -4.76511], [-1.62084, 0.23603, -3.60732], [1.18841, 2.78794, -1.50664], [0.34517, 4.66265, -2.72556]], "mulliken_charge": [2.3419, -1.1901, -0.9501, 0.0343, 1.0654, -0.4958, -0.9563, -0.7071, -0.8422, -0.6456, 0.3339, 0.1823, -0.9918, -0.5537, -0.8583, -0.6286, 1.1612, 0.8587, -0.5935, -1.0485, -0.6054, -0.8777, -0.5397, 0.7541, -0.3657, -0.8589, -0.6060, -0.8151, -0.4674, 0.9093, 0.4171, 0.7956, 0.5339, 0.2835, 0.4817, 0.4348, 0.4956, 0.5146, 0.3348, 0.4730, 0.4345, 0.4555, 0.4026, 0.5150, 0.4260, 0.4711, 0.4778, 0.2847, 0.1302, 0.4860, 0.4108, 0.4447, 0.4357, -1.5423, 0.7351, -0.6185, -0.7909, -0.0996, -0.4478, 0.3496, -0.6522, 0.3974, 0.4022, 0.3213, 0.4956, 0.6077, 0.4078, -0.1045, -0.3149, -0.6346, -0.4349, 1.1902, -0.2404, -0.9568, 0.5654, 0.2012, 0.4697, 0.5108], "e_above_lowest_ev": 1.767, "total_charge": 2, "gap_ev": 6.10, "lumo_ha": -0.2844}



3.
{"formula": "C38H34BiClNO2P", "method": "ωB97M-V with the def2-TZVPD basis set", "elements": ["C", "C", "C", "H", "C", "C", "H", "H", "H", "H", "Bi", "Cl", "P", "C", "C", "H", "C", "H", "C", "H", "C", "H", "C", "H", "C", "C", "H", "C", "H", "C", "H", "C", "H", "C", "H", "C", "C", "H", "C", "H", "C", "H", "C", "H", "C", "H", "C", "C", "C", "C", "C", "C", "N", "C", "C", "C", "C", "C", "C", "C", "O", "O", "C", "C", "H", "H", "H", "H", "H", "H", "H", "H", "H", "H", "H", "H", "H", "H"], "positions_angstrom": [[-1.11146, -2.03485, 0.80247], [-0.96885, -2.76604, -0.40197], [0.41364, -2.90994, -0.69177], [-1.79057, -3.18265, -0.99113], [1.16163, -2.27864, 0.32773], [0.22460, -1.68190, 1.26165], [0.47361, -1.29485, 2.25398], [-2.03305, -1.85074, 1.36396], [0.83272, -3.46599, -1.53495], [2.23962, -2.33363, 0.49387], [0.16004, 0.35077, -0.20010], [2.54842, 1.02899, -0.05568], [0.03428, -0.13612, -3.14989], [1.27870, -1.24527, -3.88647], [1.00079, -2.02699, -5.02356], [-0.00560, -2.04625, -5.44433], [2.02171, -2.76739, -5.62629], [1.80765, -3.34852, -6.52630], [3.30897, -2.75805, -5.08084], [4.10381, -3.33230, -5.55528], [3.58034, -2.03290, -3.91384], [4.58098, -2.04037, -3.47700], [2.56944, -1.29255, -3.30808], [2.76955, -0.73220, -2.39133], [-1.62421, -0.62024, -3.75707], [-2.05457, -1.96076, -3.64203], [-1.37391, -2.71933, -3.24703], [-3.34169, -2.31956, -4.04027], [-3.66874, -3.35449, -3.92781], [-4.20047, -1.35428, -4.57795], [-5.19893, -1.63951, -4.90288], [-3.79597, -0.01869, -4.66509], [-4.47179, 0.73827, -5.06452], [-2.52468, 0.35550, -4.23200], [-2.21373, 1.40081, -4.27684], [0.37639, 1.54464, -3.76811], [0.94140, 1.72562, -5.03883], [1.22339, 0.85888, -5.63514], [1.13116, 3.01595, -5.53672], [1.53860, 3.15615, -6.53942], [0.80146, 4.12334, -4.74627], [0.95612, 5.13124, -5.13121], [0.29239, 3.95181, -3.45212], [0.05555, 4.81478, -2.82365], [0.08048, 2.66761, -2.95786], [-0.30983, 2.52908, -1.94072], [3.72230, 0.82850, 5.49505], [2.54762, -0.09207, 5.27019], [2.73888, -1.45851, 5.46034], [1.70181, -2.36546, 5.23092], [0.46288, -1.89902, 4.81739], [0.23461, -0.52215, 4.62431], [-0.97300, -0.17230, 4.01883], [-1.82018, 0.92337, 4.25053], [-2.13424, 1.39580, 5.53019], [-3.07445, 2.41879, 5.68059], [-3.66806, 3.01166, 4.56295], [-3.33421, 2.57721, 3.27628], [-2.38277, 1.57868, 3.12737], [-1.75076, 1.34152, 1.78217], [-2.40716, 0.97907, 0.77517], [-0.45132, 1.50810, 1.76283], [1.29696, 0.39856, 4.85592], [1.15991, 1.86168, 4.59046], [3.99434, 1.37939, 4.58615], [3.52171, 1.56324, 6.28384], [4.60345, 0.25477, 5.80224], [3.71811, -1.81711, 5.78720], [1.86407, -3.43408, 5.37073], [-0.35292, -2.59705, 4.62792], [-1.36347, -0.87438, 3.39114], [-1.62394, 0.96023, 6.38878], [-3.32877, 2.76854, 6.67958], [-4.37030, 3.83684, 4.68154], [-3.77547, 3.02269, 2.38199], [1.90492, 2.19628, 3.85014], [0.17870, 2.14130, 4.20379], [1.34138, 2.43745, 5.51219]], "mulliken_charge": [-0.3074, -0.7566, -0.3029, 0.5693, -1.2093, -0.0345, 0.3460, 0.3995, 0.5119, 0.3817, 1.9527, -0.5651, 0.0691, 0.3080, -0.2110, 0.4439, -0.6127, 0.4057, -0.4674, 0.3617, -0.6117, 0.4139, -0.3236, 0.2517, 0.4524, -0.2413, 0.7042, -0.9134, 0.4079, -0.5157, 0.3724, -0.6345, 0.4060, -0.6948, 0.3423, 0.4174, -0.2493, 0.3919, -0.6157, 0.3983, -0.5011, 0.3594, -0.7526, 0.4050, -0.0236, 0.0989, -1.4365, 1.1464, -0.8704, -0.9168, -0.2644, -0.9843, 0.4112, -0.4695, -0.2677, -0.6793, -0.5255, -0.6354, 0.5269, 0.7469, -0.7162, -0.8723, 1.7999, -1.4784, 0.3028, 0.3031, 0.3818, 0.2987, 0.3884, 0.4775, 0.2164, 0.4590, 0.3816, 0.3703, 0.4424, 0.3567, 0.0502, 0.4301], "total_charge": 0, "gap_ev": 7.13, "lumo_ha": -0.0117}